Record 1
{
  "formula": "C27H67FN4O4Si2",
  "method": "wB97M-V/def2-TZVPD",
  "species": ["C", "C", "C", "C", "C", "C", "C", "C", "C", "Si", "O", "Si", "C", "C", "C", "N", "C", "C", "C", "F", "H", "H", "H", "H", "H", "H", "H", "H", "H", "H", "H", "H", "H", "H", "H", "H", "H", "H", "H", "H", "H", "H", "H", "H", "H", "H", "H", "H", "H", "H", "H", "H", "H", "H", "C", "C", "C", "O", "C", "N", "H", "H", "H", "H", "H", "H", "H", "H", "H", "H", "H", "C", "C", "C", "O", "C", "N", "H", "H", "H", "H", "H", "H", "H", "H", "H", "H", "H", "C", "C", "C", "O", "C", "N", "H", "H", "H", "H", "H", "H", "H", "H", "H", "H", "H"],
  "coordinates": [[1.20, -5.27, 2.43], [2.13, -5.27, 1.17], [2.76, -3.84, 1.02], [3.67, -3.72, -0.28], [2.91, -2.96, -1.44], [3.55, -1.57, -1.79], [3.85, -0.69, -0.53], [3.33, 0.78, -0.67], [1.76, 0.89, -0.62], [0.98, 0.46, 1.05], [0.32, -1.12, 1.18], [-0.80, -1.52, -0.06], [-0.87, -3.44, -0.11], [-1.80, -3.97, -1.25], [-1.18, -4.00, -2.67], [-3.00, -4.32, -0.98], [-2.58, -0.92, 0.26], [-3.27, -0.81, -1.15], [-3.23, 0.68, -1.63], [-4.56, -1.32, -1.13], [0.47, -4.44, 2.42], [0.68, -6.25, 2.47], [1.79, -5.16, 3.36], [1.57, -5.55, 0.25], [2.95, -5.98, 1.39], [1.99, -3.04, 0.94], [3.40, -3.58, 1.89], [4.03, -4.72, -0.59], [4.56, -3.14, 0.05], [2.96, -3.61, -2.34], [1.85, -2.79, -1.17], [4.51, -1.75, -2.32], [2.86, -1.07, -2.51], [4.96, -0.62, -0.44], [3.50, -1.18, 0.41], [3.83, 1.43, 0.07], [3.63, 1.11, -1.69], [1.36, 0.33, -1.49], [1.52, 1.97, -0.82], [2.08, 0.53, 2.05], [0.01, 1.48, 1.51], [-0.37, -1.08, -1.39], [0.14, -3.88, -0.18], [-1.28, -3.74, 0.88], [-0.09, -4.18, -2.55], [-1.64, -4.83, -3.25], [-1.34, -3.00, -3.12], [-3.16, -4.18, 0.02], [-3.12, -1.75, 0.78], [-2.66, 0.03, 0.82], [-2.71, -1.40, -1.91], [-3.37, 1.31, -0.73], [-4.06, 0.86, -2.34], [-2.24, 0.85, -2.10], [0.85, 7.26, 1.00], [1.87, 6.45, 0.20], [1.53, 4.95, 0.10], [1.78, 4.21, 1.28], [0.77, 4.31, 2.27], [3.20, 6.67, 0.78], [0.95, 7.12, 2.07], [0.98, 8.33, 0.80], [-0.17, 6.99, 0.71], [1.87, 6.85, -0.82], [2.17, 4.51, -0.67], [0.49, 4.80, -0.23], [-0.23, 4.40, 1.83], [0.98, 5.16, 2.93], [0.81, 3.41, 2.88], [3.89, 6.21, 0.19], [3.24, 6.14, 1.65], [2.49, -0.34, 6.97], [2.74, 1.13, 7.31], [1.49, 2.02, 7.17], [1.14, 2.34, 5.84], [0.42, 1.33, 5.16], [3.85, 1.62, 6.49], [2.43, -0.51, 5.90], [3.31, -0.96, 7.35], [1.56, -0.69, 7.43], [3.05, 1.17, 8.36], [1.71, 2.98, 7.66], [0.63, 1.59, 7.70], [-0.26, 0.79, 5.83], [1.11, 0.64, 4.67], [-0.18, 1.81, 4.38], [4.09, 2.57, 6.79], [3.50, 1.75, 5.54], [-6.55, -0.18, -7.56], [-5.06, 0.08, -7.43], [-4.36, -0.83, -6.40], [-4.58, -0.46, -5.05], [-5.81, -0.92, -4.51], [-4.85, 1.50, -7.13], [-7.12, 0.24, -6.73], [-6.94, 0.27, -8.47], [-6.76, -1.26, -7.60], [-4.61, -0.13, -8.40], [-3.28, -0.73, -6.55], [-4.60, -1.88, -6.56], [-6.10, -1.90, -4.91], [-6.60, -0.19, -4.68], [-5.69, -1.01, -3.43], [-3.85, 1.70, -7.15], [-5.11, 1.65, -6.16]],
  "lowdin_charge": [-0.117, -0.254, -0.224, -0.188, -0.200, -0.196, -0.212, -0.263, -0.305, 0.560, -0.407, 0.534, -0.198, -0.467, -0.037, 0.125, -0.183, -0.449, -0.032, -0.032, 0.055, 0.069, 0.074, 0.101, 0.106, 0.073, 0.114, 0.104, 0.098, 0.107, 0.073, 0.110, 0.102, 0.109, 0.093, 0.105, 0.110, 0.045, 0.063, -0.007, -0.023, 0.024, 0.045, 0.081, 0.069, 0.081, 0.073, 0.043, 0.087, 0.075, 0.100, 0.077, 0.077, 0.082, -0.073, -0.430, -0.215, -0.207, -0.106, 0.039, 0.064, 0.076, 0.078, 0.135, 0.116, 0.120, 0.095, 0.080, 0.057, 0.071, 0.069, -0.073, -0.431, -0.207, -0.194, -0.109, 0.038, 0.064, 0.076, 0.078, 0.134, 0.121, 0.119, 0.093, 0.066, 0.073, 0.071, 0.067, -0.074, -0.432, -0.209, -0.202, -0.097, 0.037, 0.063, 0.076, 0.078, 0.134, 0.119, 0.119, 0.094, 0.077, 0.072, 0.070, 0.067],
  "multiplicity": 1,
  "lumo_energy_ev": 0.54,
  "orbital_gap_ev": 9.81
}

Record 2
{
  "formula": "C5H7N",
  "method": "wB97M-V/def2-TZVPD",
  "species": ["C", "C", "N", "C", "C", "C", "H", "H", "H", "H", "H", "H", "H"],
  "coordinates": [[-1.35, -0.60, 0.82], [-1.14, 0.31, -0.35], [-0.10, 1.33, -0.18], [0.76, 0.61, -1.02], [1.83, 0.02, -0.39], [2.88, -0.41, 0.00], [-0.42, -1.08, 1.13], [-1.78, -0.11, 1.70], [-2.04, -1.39, 0.52], [-2.04, 0.78, -0.74], [0.20, 1.44, 0.80], [-0.71, -0.19, -1.28], [3.83, -0.77, 0.29]],
  "lowdin_charge": [-0.086, -0.309, -0.056, -0.108, -0.174, 0.150, 0.072, 0.077, 0.076, 0.109, 0.113, 0.109, 0.026],
  "multiplicity": 1,
  "de_lowest_kj_mol": 567.0,
  "lumo_energy_ev": -0.18,
  "orbital_gap_ev": 7.69
}

Record 3
{
  "formula": "C20H18F2N",
  "method": "wB97M-V/def2-TZVPD",
  "species": ["F", "C", "C", "C", "C", "C", "C", "N", "C", "C", "C", "C", "C", "C", "C", "C", "C", "C", "C", "C", "F", "C", "C", "H", "H", "H", "H", "H", "H", "H", "H", "H", "H", "H", "H", "H", "H", "H", "H", "H", "H"],
  "coordinates": [[0.09, -2.04, -5.40], [0.67, -1.34, -4.37], [1.96, -0.86, -4.54], [2.52, -0.05, -3.54], [1.76, 0.29, -2.42], [0.47, -0.20, -2.25], [-0.29, 0.36, -1.04], [0.07, -0.32, 0.59], [-0.05, 0.20, 2.07], [1.08, 0.07, 3.14], [1.45, 1.14, 3.98], [2.36, 0.95, 5.03], [2.92, -0.30, 5.28], [2.52, -1.38, 4.47], [1.60, -1.21, 3.43], [-1.76, 0.51, -1.25], [-2.48, 0.86, -0.14], [-3.88, 0.94, -0.17], [-4.56, 0.69, -1.37], [-3.82, 0.45, -2.52], [-4.48, 0.27, -3.71], [-2.43, 0.41, -2.51], [-0.07, -1.07, -3.21], [2.53, -1.10, -5.45], [3.53, 0.36, -3.65], [2.17, 0.99, -1.68], [0.17, 1.32, -0.72], [1.03, -0.35, 0.32], [-0.30, -1.28, 0.64], [-0.94, -0.30, 2.47], [-0.29, 1.24, 1.96], [1.04, 2.14, 3.80], [2.63, 1.78, 5.68], [3.61, -0.47, 6.09], [2.91, -2.39, 4.66], [1.27, -2.06, 2.82], [-1.93, 1.07, 0.79], [-4.41, 1.22, 0.74], [-5.65, 0.69, -1.40], [-1.92, 0.28, -3.48], [-1.08, -1.51, -3.16]],
  "lowdin_charge": [0.058, -0.216, 0.029, -0.035, -0.041, -0.184, -0.036, 0.111, -0.077, -0.205, -0.038, -0.069, -0.058, -0.064, -0.057, -0.188, -0.052, -0.031, 0.016, -0.224, 0.057, 0.055, 0.032, 0.136, 0.122, 0.123, 0.155, 0.117, 0.157, 0.135, 0.098, 0.116, 0.113, 0.111, 0.112, 0.114, 0.093, 0.120, 0.132, 0.130, 0.134],
  "multiplicity": 1,
  "total_charge": 1,
  "de_lowest_kj_mol": 80.5,
  "lumo_energy_ev": -4.00,
  "orbital_gap_ev": 8.50,
  "smiles": "Fc1cccc(C([NH2+]Cc2ccccc2)c2cccc(F)c2)c1"
}

Record 4
{
  "formula": "C34H27N7O11SV",
  "method": "wB97M-V/def2-TZVPD",
  "species": ["V", "C", "C", "O", "C", "C", "C", "N", "N", "C", "O", "C", "C", "C", "C", "C", "C", "H", "H", "H", "H", "H", "H", "H", "H", "H", "H", "H", "H", "C", "C", "C", "C", "C", "C", "C", "S", "O", "O", "N", "C", "C", "C", "C", "C", "C", "C", "C", "N", "C", "H", "H", "H", "H", "H", "H", "H", "H", "H", "H", "H", "H", "H", "O", "N", "O", "C", "C", "C", "C", "O", "C", "C", "N", "O", "O", "N", "O", "O", "H", "H"],
  "coordinates": [[0.60, 0.31, -0.81], [2.87, 3.90, -3.38], [2.59, 3.13, -2.09], [1.47, 3.27, -1.57], [3.65, 2.34, -1.57], [3.61, 1.48, -0.47], [4.94, 1.08, 0.11], [2.50, 0.96, 0.05], [2.75, 0.17, 1.18], [1.66, -0.37, 1.62], [0.48, -0.19, 1.12], [1.74, -1.33, 2.76], [0.57, -1.84, 3.31], [0.63, -2.76, 4.34], [1.85, -3.20, 4.83], [3.02, -2.70, 4.28], [2.97, -1.78, 3.25], [2.16, 3.54, -4.13], [3.88, 3.76, -3.75], [2.67, 4.96, -3.21], [4.62, 2.50, -2.02], [5.75, 1.49, -0.49], [5.03, -0.01, 0.17], [5.03, 1.44, 1.14], [-0.38, -1.51, 2.90], [-0.30, -3.15, 4.76], [1.89, -3.93, 5.63], [3.98, -3.04, 4.64], [3.88, -1.38, 2.80], [-4.60, -0.16, 4.55], [-4.08, -0.41, 3.16], [-4.64, -1.41, 2.37], [-4.19, -1.62, 1.07], [-3.17, -0.83, 0.57], [-2.59, 0.16, 1.35], [-3.06, 0.36, 2.63], [-2.58, -1.06, -1.10], [-2.85, 0.16, -1.81], [-3.21, -2.28, -1.58], [-0.99, -1.22, -0.98], [-0.48, -2.43, -0.54], [-1.15, -3.50, 0.02], [-0.50, -4.70, 0.33], [0.83, -4.90, 0.07], [1.57, -3.83, -0.48], [2.94, -3.93, -0.81], [3.60, -2.85, -1.33], [2.91, -1.63, -1.46], [1.64, -1.53, -1.14], [0.93, -2.60, -0.72], [-4.86, -1.10, 5.05], [-5.50, 0.46, 4.53], [-3.86, 0.35, 5.16], [-5.44, -2.03, 2.76], [-4.62, -2.39, 0.45], [-1.79, 0.77, 0.95], [-2.61, 1.15, 3.23], [-2.22, -3.44, 0.19], [-1.09, -5.50, 0.77], [1.32, -5.85, 0.28], [3.45, -4.87, -0.65], [4.65, -2.90, -1.61], [3.40, -0.73, -1.79], [-2.76, 4.53, -5.90], [-3.13, 4.70, -4.74], [-4.02, 5.49, -4.45], [-2.48, 3.96, -3.69], [-2.89, 4.15, -2.39], [-2.25, 3.45, -1.38], [-1.20, 2.50, -1.62], [-0.67, 1.83, -0.69], [-0.82, 2.35, -3.02], [-1.45, 3.07, -4.02], [0.23, 1.53, -3.44], [0.86, 0.68, -2.65], [0.59, 1.55, -4.65], [-2.72, 3.74, -0.04], [-2.05, 3.42, 0.92], [-3.72, 4.44, 0.07], [-3.68, 4.84, -2.15], [-1.13, 2.94, -5.03]],
  "mulliken_spin": [2.053, -0.005, 0.001, 0.011, 0.027, 0.007, -0.002, -0.001, -0.011, 0.016, -0.018, -0.001, 0.002, 0.000, 0.000, 0.000, 0.000, 0.002, -0.001, 0.000, 0.003, 0.001, 0.000, 0.000, 0.001, 0.000, 0.000, 0.000, 0.000, 0.000, 0.000, 0.000, 0.000, -0.012, 0.020, -0.001, 0.008, 0.002, 0.001, -0.015, 0.011, -0.003, -0.003, 0.004, -0.004, 0.009, -0.005, 0.029, -0.028, -0.001, 0.000, 0.000, 0.000, 0.000, 0.000, 0.007, 0.000, 0.000, 0.000, 0.000, 0.001, 0.000, 0.001, -0.004, 0.000, 0.008, -0.004, 0.071, 0.002, 0.001, -0.031, -0.079, 0.207, 0.325, -0.010, 0.359, 0.003, 0.006, 0.005, 0.006, 0.029],
  "multiplicity": 4,
  "total_charge": -2,
  "s_squared": 3.79,
  "de_lowest_kj_mol": 0.0,
  "lumo_energy_ev": [4.12, 4.12],
  "orbital_gap_ev": [5.46, 5.98]
}

Number 1: molecular weight 587.03 g mol⁻¹, E -61709.0751 eV. Number 2: molecular weight 81.12 g mol⁻¹, E -6782.6357 eV. Number 3: molecular weight 310.37 g mol⁻¹, E -27948.9698 eV. Number 4: molecular weight 792.64 g mol⁻¹, E -105169.9548 eV.